Here is a cluster of 2 separate species, C13H29F3N5O5P2S in total at a distorted geometry from the Open Molecules 2025 dataset. Energies are from ωB97M-V/def2-TZVPD.

Structure (ORCA input):
```
! RIJCOSX wB97M-V def2-TZVPD def2/J DEFGRID3
* xyz -1 1
C 0.042 1.979 2.159
C 0.503 0.772 1.362
P 2.227 -0.071 1.701
C 1.270 -1.521 2.587
O -0.172 -1.169 2.813
C -1.039 -2.163 2.097
C -2.622 -1.635 1.985
C -2.757 -0.569 0.724
C 2.157 -0.894 0.008
C 3.279 -1.984 -0.396
N 3.326 -3.245 0.493
N 2.791 -2.561 -1.751
N 4.660 -1.442 -0.731
N 3.822 -0.724 2.150
C 4.388 -0.002 3.207
S 5.456 1.135 3.966
P 3.118 1.799 0.889
N 4.622 1.542 0.352
O 2.059 2.579 -0.280
O 3.281 2.961 2.222
H 0.371 2.138 3.291
H -0.673 2.790 1.700
H -0.120 0.306 0.488
H 2.208 0.601 2.974
H 1.778 -1.701 3.637
H 1.250 -2.479 1.916
H -0.975 -3.223 2.631
H -0.699 -2.300 0.961
H -2.884 -1.076 2.981
H -3.380 -2.544 1.828
H -2.353 0.469 1.150
H -1.988 -0.878 -0.130
H -3.850 -0.433 0.328
H 2.183 -0.030 -0.815
H 1.088 -1.411 -0.112
H 3.554 -4.055 -0.158
H 4.196 -3.104 1.060
H 2.017 -3.233 -1.490
H 2.273 -1.735 -2.178
H 4.625 -0.545 -1.257
H 5.299 -1.422 0.088
H 5.332 2.123 0.850
H 2.308 2.144 -1.150
H 3.134 3.886 1.836
C -4.136 3.207 -4.371
C -5.158 2.840 -3.311
O -5.387 1.423 -3.300
C -4.470 0.670 -2.612
O -3.495 1.139 -2.033
C -4.862 -0.808 -2.636
F -5.246 -1.232 -3.874
F -5.908 -1.074 -1.802
F -3.849 -1.634 -2.252
H -4.442 2.823 -5.349
H -4.019 4.292 -4.436
H -3.159 2.765 -4.148
H -6.116 3.315 -3.547
H -4.859 3.196 -2.319
*
```

Molecular weight, g mol⁻¹: 486.41
ΔE to the lowest compared entry with this formula, charge and spin, kJ/mol: 729.3
LUMO, eV: 2.1
Orbital gap, eV: 6.4
Highest occupied orbital energy, eV: -4.3